{
  "formula": "C84H181N3O11P3",
  "method": "the ωB97M-V functional and the def2-TZVPD basis",
  "symbols": ["C", "C", "C", "C", "N", "C", "C", "C", "C", "C", "H", "H", "H", "H", "H", "H", "H", "H", "H", "H", "H", "H", "H", "H", "H", "H", "H", "H", "H", "H", "C", "C", "C", "C", "N", "C", "C", "C", "C", "C", "H", "H", "H", "H", "H", "H", "H", "H", "H", "H", "H", "H", "H", "H", "H", "H", "H", "H", "H", "H", "C", "C", "C", "C", "N", "C", "C", "C", "C", "C", "H", "H", "H", "H", "H", "H", "H", "H", "H", "H", "H", "H", "H", "H", "H", "H", "H", "H", "H", "H", "C", "C", "C", "C", "P", "C", "C", "C", "C", "C", "C", "C", "C", "C", "C", "C", "C", "H", "H", "H", "H", "H", "H", "H", "H", "H", "H", "H", "H", "H", "H", "H", "H", "H", "H", "H", "H", "H", "H", "H", "H", "H", "H", "H", "H", "H", "H", "H", "H", "H", "H", "H", "H", "C", "C", "C", "C", "P", "C", "C", "C", "C", "C", "C", "C", "C", "C", "C", "C", "C", "H", "H", "H", "H", "H", "H", "H", "H", "H", "H", "H", "H", "H", "H", "H", "H", "H", "H", "H", "H", "H", "H", "H", "H", "H", "H", "H", "H", "H", "H", "H", "H", "H", "H", "H", "H", "C", "C", "C", "C", "P", "C", "C", "C", "C", "C", "C", "C", "C", "C", "C", "C", "C", "H", "H", "H", "H", "H", "H", "H", "H", "H", "H", "H", "H", "H", "H", "H", "H", "H", "H", "H", "H", "H", "H", "H", "H", "H", "H", "H", "H", "H", "H", "H", "H", "H", "H", "H", "H", "C", "C", "O", "O", "H", "H", "H", "C", "C", "O", "O", "H", "H", "H", "C", "C", "O", "O", "H", "H", "H", "C", "C", "O", "O", "H", "H", "H", "O", "C", "O", "O", "H"],
  "positions_angstrom": [[-2.8509, -1.3317, 6.9617], [-4.2764, -1.4612, 6.4262], [-5.3218, -0.5160, 6.9899], [-5.1208, 0.9743, 6.4398], [-6.2435, 1.9164, 6.9202], [-6.4488, 1.8933, 8.4491], [-5.7968, 3.1775, 9.0188], [-5.0997, 3.8734, 7.8420], [-5.7821, 3.3722, 6.5932], [-7.6353, 1.5177, 6.2686], [-2.6045, -0.3092, 7.2476], [-2.1451, -1.6828, 6.2089], [-2.6282, -1.9828, 7.8071], [-4.5244, -2.4924, 6.6778], [-4.1721, -1.4221, 5.3419], [-5.1886, -0.5703, 8.0704], [-6.2648, -0.8907, 6.5917], [-5.1479, 1.0664, 5.3541], [-4.1880, 1.3996, 6.8103], [-7.5135, 1.8173, 8.6701], [-6.0224, 1.0312, 8.9620], [-6.5793, 3.8141, 9.4318], [-5.1039, 2.9206, 9.8200], [-4.9899, 4.9332, 8.0723], [-4.0354, 3.6708, 7.7228], [-6.7564, 3.8272, 6.4148], [-5.1890, 3.4026, 5.6792], [-7.8543, 0.4759, 6.5024], [-7.5314, 1.5610, 5.1845], [-8.4098, 2.2264, 6.5620], [4.6733, 2.7911, 0.4540], [4.0732, 4.1672, 0.7674], [3.2768, 4.1939, 2.0786], [2.4218, 5.4942, 2.1520], [1.8248, 5.6830, 3.6241], [1.0564, 7.0424, 3.6181], [1.0464, 7.4262, 5.1184], [2.4361, 6.9165, 5.6362], [2.8790, 5.8431, 4.7409], [0.9394, 4.4872, 3.9516], [5.7394, 2.8481, 0.6736], [4.6332, 2.5223, -0.6016], [4.1036, 2.0162, 0.9670], [3.5229, 4.5224, -0.1038], [4.9669, 4.7627, 0.9543], [4.0060, 4.1173, 2.8851], [2.6157, 3.3303, 2.1516], [1.6557, 5.4509, 1.3778], [3.0492, 6.3742, 2.0107], [0.1511, 6.8577, 3.0399], [1.6477, 7.7750, 3.0687], [0.2517, 6.9578, 5.6991], [0.8966, 8.5050, 5.1612], [2.3765, 6.6255, 6.6849], [3.1314, 7.7530, 5.5658], [2.8586, 4.8507, 5.1914], [3.8626, 5.9492, 4.2833], [0.2811, 4.3798, 3.0895], [0.4186, 4.6921, 4.8870], [1.3801, 3.4934, 4.0305], [1.5061, 1.6361, -2.1582], [0.9835, 2.0643, -0.7463], [-0.5053, 2.0641, -0.5798], [-0.9228, 2.5209, 0.8758], [-2.4194, 2.2350, 1.2734], [-2.7125, 2.9334, 2.6194], [-2.2999, 2.0400, 3.6796], [-2.7600, 0.6523, 3.1760], [-2.6951, 0.7859, 1.7164], [-3.3441, 2.8484, 0.1703], [0.8391, 1.0024, -2.7428], [2.3876, 1.0263, -1.9598], [1.7912, 2.5331, -2.7077], [1.3400, 3.0757, -0.5509], [1.3450, 1.3949, 0.0342], [-0.9424, 1.1023, -0.8481], [-0.8503, 2.8255, -1.2793], [-0.8625, 3.6014, 1.0055], [-0.3505, 1.9812, 1.6303], [-3.7805, 3.1384, 2.6926], [-2.2869, 3.9146, 2.8296], [-2.8182, 2.3764, 4.5776], [-1.2243, 2.1888, 3.7735], [-3.7628, 0.4378, 3.5456], [-2.0357, -0.0492, 3.5901], [-3.6693, 0.5868, 1.2698], [-1.9602, 0.1216, 1.2617], [-4.3426, 2.8165, 0.6063], [-3.1153, 2.2567, -0.7161], [-2.9469, 3.8629, 0.1357], [-5.8524, -3.6885, 1.5040], [-4.9754, -2.6485, 2.2009], [-3.7097, -3.1823, 2.9457], [-2.8119, -4.0084, 2.1173], [-1.5376, -5.0758, 2.9616], [-0.9399, -4.0205, 4.2664], [-0.0331, -2.7700, 3.8224], [0.6702, -1.9484, 4.8944], [1.2490, -0.6215, 4.3873], [-2.3555, -6.5657, 3.7862], [-1.5938, -7.1420, 5.0241], [-2.1430, -8.5120, 5.5177], [-1.8952, -9.5994, 4.4764], [-0.2864, -5.6751, 1.8786], [1.0269, -6.1922, 2.5891], [2.2924, -6.3108, 1.6664], [2.6007, -5.1498, 0.7257], [-6.6924, -3.1716, 1.0400], [-6.2872, -4.4590, 2.1407], [-5.2565, -4.1901, 0.7415], [-5.6145, -2.0950, 2.8888], [-4.5907, -1.9217, 1.4854], [-4.1656, -3.8165, 3.7060], [-3.1326, -2.3832, 3.4111], [-2.2195, -3.3198, 1.5149], [-3.2379, -4.6362, 1.3346], [-0.2842, -4.6334, 4.8848], [-1.8731, -3.7726, 4.7722], [-0.6772, -2.2062, 3.1476], [0.7564, -3.0766, 3.1362], [1.5384, -2.5037, 5.2494], [-0.0404, -1.7352, 5.6929], [1.9309, -0.2842, 5.1679], [0.3736, 0.0237, 4.3127], [1.7159, -0.6375, 3.4025], [-2.5540, -7.4333, 3.1570], [-3.3604, -6.2761, 4.0933], [-1.7464, -6.4921, 5.8858], [-0.5079, -7.1312, 4.9306], [-3.1803, -8.3530, 5.8123], [-1.5675, -8.7074, 6.4226], [-0.8956, -9.5688, 4.0430], [-2.6549, -9.5681, 3.6954], [-2.1174, -10.5358, 4.9883], [-0.1367, -4.8187, 1.2210], [-0.7623, -6.5587, 1.4531], [0.8891, -7.1084, 3.1632], [1.1740, -5.3615, 3.2793], [2.3527, -7.2290, 1.0821], [3.1245, -6.5369, 2.3331], [3.6169, -5.3581, 0.3907], [2.6542, -4.2380, 1.3204], [1.9018, -5.2095, -0.1086], [11.1011, 1.4514, -4.7564], [10.4051, 0.8447, -5.9570], [9.1713, 1.7540, -6.2908], [8.4549, 1.2593, -7.5619], [6.6426, 1.6157, -7.7576], [6.3463, 3.3504, -7.6654], [6.5294, 3.8810, -6.2373], [6.4783, 5.3818, -6.1816], [6.7888, 5.9299, -4.7922], [5.6037, 0.7057, -6.5401], [6.1118, 0.6577, -5.0712], [4.9771, 0.3987, -3.9769], [5.5864, 0.1685, -2.5419], [6.1348, 1.1834, -9.4278], [4.7224, 1.5097, -9.9209], [4.6325, 1.2524, -11.4981], [5.7203, 1.9890, -12.3234], [10.4012, 1.4861, -3.9215], [11.4457, 2.4534, -5.0121], [11.9792, 0.8541, -4.5111], [10.1211, -0.1980, -5.8142], [11.0913, 0.8513, -6.8039], [9.3280, 2.8224, -6.4397], [8.5014, 1.7288, -5.4313], [8.4844, 0.1813, -7.7204], [9.0233, 1.5951, -8.4292], [5.3598, 3.5724, -8.0725], [7.0079, 3.7333, -8.4424], [7.5183, 3.5935, -5.8804], [5.8022, 3.5032, -5.5185], [5.5095, 5.7523, -6.5166], [7.0894, 5.7993, -6.9819], [7.7497, 5.6356, -4.3700], [6.1162, 5.4984, -4.0509], [6.7118, 7.0069, -4.9408], [5.4766, -0.2847, -6.9773], [4.6140, 1.1561, -6.6149], [6.6174, 1.5608, -4.7291], [6.9072, -0.0849, -5.0081], [4.4016, -0.4458, -4.3562], [4.1917, 1.1391, -3.8250], [6.2606, -0.6870, -2.5836], [4.7091, -0.1382, -1.9724], [6.1531, 1.0313, -2.1920], [6.4980, 0.1703, -9.6009], [6.8053, 1.7870, -10.0395], [4.3554, 2.5139, -9.7086], [3.9957, 0.8707, -9.4193], [3.6601, 1.5949, -11.8520], [4.6551, 0.1740, -11.6550], [6.7497, 1.6988, -12.1131], [5.8080, 3.0438, -12.0631], [5.4883, 2.0057, -13.3883], [-5.1375, -4.7121, -6.3315], [-3.9122, -5.4386, -5.8249], [-2.7261, -4.4718, -5.3076], [-3.0118, -3.7872, -3.9392], [-1.6184, -3.0800, -2.9629], [-2.2288, -2.6397, -1.2967], [-3.2614, -1.4881, -1.2756], [-4.7658, -1.8465, -1.5576], [-5.7316, -0.7028, -1.2741], [-0.2726, -4.3062, -2.9841], [-0.5728, -5.5015, -2.0352], [0.5284, -6.5788, -2.2044], [0.1274, -7.8469, -1.4281], [-1.0393, -1.5731, -3.7245], [0.0188, -1.7726, -4.8697], [1.0189, -0.6473, -5.0585], [0.4511, 0.7246, -5.3302], [-4.8012, -3.8630, -6.9265], [-5.4353, -4.1590, -5.4407], [-5.9005, -5.3930, -6.7089], [-3.5722, -6.1232, -6.6020], [-4.2142, -6.1316, -5.0396], [-2.5004, -3.6995, -6.0429], [-1.8209, -5.0718, -5.2136], [-3.4713, -4.5308, -3.2881], [-3.7322, -2.9811, -4.0781], [-1.3658, -2.3790, -0.6841], [-2.6337, -3.5953, -0.9637], [-3.0113, -0.6741, -1.9561], [-3.2617, -1.1058, -0.2548], [-5.0978, -2.7515, -1.0490], [-4.7191, -1.9436, -2.6422], [-5.8791, -0.7433, -0.1949], [-6.7589, -0.8672, -1.5991], [-5.4352, 0.3211, -1.5018], [0.5695, -3.7309, -2.5994], [0.0065, -4.5423, -4.0110], [-1.5922, -5.8099, -2.2670], [-0.6409, -5.1018, -1.0234], [1.5196, -6.2968, -1.8495], [0.7097, -6.9429, -3.2157], [0.8200, -8.6742, -1.5831], [-0.8128, -8.2985, -1.7445], [0.1147, -7.7508, -0.3424], [-0.6468, -0.8124, -3.0496], [-1.8388, -1.0662, -4.2648], [-0.4702, -2.0651, -5.7989], [0.6690, -2.6438, -4.7898], [1.7886, -0.8559, -5.8016], [1.6115, -0.7014, -4.1453], [1.3116, 1.3888, -5.2496], [-0.2740, 1.0899, -4.6030], [-0.0028, 0.8252, -6.3160], [-1.1903, 6.2124, -1.0247], [-0.8800, 6.6451, 0.3600], [-1.6953, 6.3434, 1.3017], [0.1318, 7.3318, 0.4513], [-1.2290, 7.0870, -1.6740], [-2.0684, 5.6011, -1.2328], [-0.3212, 5.7364, -1.4789], [-7.9494, 1.5807, 0.9367], [-7.1234, 1.0626, 2.0590], [-6.3992, 1.9244, 2.6533], [-7.3353, -0.0343, 2.5436], [-7.7089, 2.6090, 0.6671], [-8.9657, 1.7159, 1.3066], [-7.9602, 0.9069, 0.0799], [-0.9249, 1.6229, 7.2917], [-0.5468, 2.9733, 6.6810], [-1.5361, 3.5682, 6.2313], [0.5437, 3.3566, 7.0399], [-1.9203, 1.7096, 7.7271], [-0.2680, 1.1749, 8.0373], [-1.0020, 0.9451, 6.4415], [2.7853, -1.2568, 0.7521], [1.3968, -1.5251, 0.1030], [0.3540, -1.3749, 0.7846], [1.3108, -1.9250, -1.0837], [2.8823, -0.2965, 1.2586], [3.5939, -1.4167, 0.0389], [2.9480, -2.0836, 1.4434], [-4.2703, 3.1151, -3.6535], [-3.8156, 1.9284, -3.7043], [-2.6087, 1.9309, -3.4570], [-4.4831, 0.9279, -4.0106], [-3.3509, 3.3433, -3.4978]],
  "forces_ev_per_angstrom": [[0.30, 0.22, 0.25], [1.15, -0.77, -0.13], [0.80, 1.19, -1.60], [-0.91, -1.04, 1.27], [-0.49, -0.69, 0.29], [0.42, 0.44, 0.28], [-0.19, -0.40, -0.30], [1.09, -0.22, 0.45], [-1.85, -0.14, 0.07], [1.72, 0.39, -0.55], [0.20, -0.14, -0.14], [0.08, 0.33, -0.19], [-0.36, 0.11, 0.32], [-0.66, -0.05, -0.22], [-0.60, 0.23, -0.14], [-0.60, 0.17, 0.00], [-0.25, 0.11, 0.63], [-0.06, -0.36, -0.08], [0.03, 0.05, 0.03], [0.03, 0.29, -0.33], [0.21, -0.12, -0.76], [0.10, 0.08, 0.00], [-0.04, 0.12, -0.04], [-0.91, 0.28, -0.75], [0.19, -0.80, 0.34], [0.22, 0.55, -0.16], [-0.11, -0.24, 0.11], [-0.02, 0.33, 0.42], [0.31, 0.13, -0.17], [0.26, -0.15, 0.37], [-0.20, 0.02, -0.36], [0.53, -0.39, 0.15], [-0.51, 0.75, -0.48], [1.08, -0.95, 1.99], [0.59, 0.00, -1.87], [0.20, -1.36, 0.96], [-0.06, -0.53, -0.70], [-0.83, 2.27, 0.59], [-0.14, -2.52, -1.58], [-0.83, 0.87, -0.61], [-0.10, -0.71, 0.47], [-0.22, 0.21, -0.16], [0.50, -0.24, 0.23], [-0.15, 0.32, 0.24], [-0.36, 0.78, -0.40], [-0.14, 0.06, 0.23], [-0.03, -0.09, -0.10], [-0.45, 0.42, 0.50], [-0.11, 0.00, -0.12], [-0.37, 0.28, 0.27], [0.20, -0.32, -0.13], [-0.10, -0.10, -0.27], [0.25, -0.05, 0.33], [0.00, -0.14, -0.16], [0.11, 0.02, 0.14], [0.25, 0.18, 0.38], [-0.11, 0.36, -0.05], [-0.51, 0.40, 0.22], [-0.21, -0.09, -0.13], [1.04, 0.53, 0.25], [0.12, 0.04, 1.26], [0.28, -0.60, -0.09], [-1.19, 1.19, 0.64], [-1.10, -0.97, -0.53], [0.64, 1.15, 1.04], [-1.08, 1.93, -0.87], [-0.28, -0.79, 0.67], [1.05, 0.84, 2.21], [-0.55, -0.27, -3.08], [1.61, -0.94, 1.75], [-0.21, 0.31, 0.24], [0.26, 0.03, -0.28], [-0.10, -0.16, -0.28], [0.22, 0.05, 0.21], [0.58, -0.08, -0.05], [-0.03, -0.07, 0.08], [-0.66, -0.22, -0.11], [0.31, 0.06, -0.09], [0.22, 0.08, 0.00], [-0.30, -0.47, -0.55], [0.51, 0.20, -1.19], [0.57, -0.22, 0.28], [0.11, -0.68, 0.60], [-0.04, -0.03, -0.19], [-0.19, -0.52, -0.21], [-0.03, -0.22, -0.05], [0.16, 0.18, -0.19], [-0.11, -0.14, -0.53], [-0.61, 0.30, -0.22], [-0.38, 0.12, -0.43], [0.51, 0.19, -0.17], [0.65, 0.17, 0.18], [-2.27, -0.49, 0.88], [2.17, -1.08, -1.67], [-2.07, -0.16, 1.23], [1.98, 0.58, 0.11], [-1.11, -0.78, -0.99], [-0.01, -0.34, -0.36], [-1.05, -0.16, 0.25], [0.52, 0.12, 0.62], [-0.76, 0.67, 0.81], [1.38, 1.26, -0.92], [-1.33, -0.33, 0.75], [0.64, -1.27, 0.17], [0.06, 1.51, -0.95], [-0.34, -0.70, 0.63], [0.37, -1.03, 1.07], [0.10, -0.01, -0.15], [0.19, 0.07, 0.36], [-0.27, -0.16, -0.27], [0.23, 0.22, 0.14], [-0.36, 0.13, -0.32], [0.27, -0.03, 0.67], [-0.22, 0.10, 0.07], [0.54, 0.13, -0.13], [-0.64, -0.18, 0.25], [-0.37, -0.17, 0.48], [0.25, 0.34, 0.49], [0.08, 0.71, 0.18], [-0.04, -0.51, -0.17], [-0.32, -0.45, 0.46], [0.33, -0.03, 0.34], [-0.03, 0.44, -0.27], [0.30, 0.63, -0.03], [0.10, -0.35, 0.11], [0.37, 0.40, -0.85], [-0.02, 0.35, 0.16], [-0.09, 0.47, -0.09], [0.03, -0.41, -0.47], [-0.11, -0.40, -0.17], [-0.14, -0.25, 0.09], [-0.04, -0.11, 0.17], [0.17, 0.17, -0.29], [0.52, -0.35, -0.27], [0.46, -0.34, -0.55], [-0.09, 0.33, -0.95], [-0.28, 0.07, -0.16], [0.83, -0.26, 0.41], [-0.90, -0.23, -0.21], [0.15, 0.60, 0.37], [-0.05, 0.27, -0.46], [-0.45, 0.34, -0.58], [0.13, 0.84, 0.08], [0.25, -0.46, -0.17], [-0.41, 1.62, -0.63], [-0.50, -1.33, -0.05], [-0.80, -0.26, -0.34], [-0.05, -0.54, 0.30], [-0.42, 0.13, 0.45], [0.52, 0.48, -0.41], [-0.15, 0.26, -0.29], [-0.03, -0.13, -0.58], [0.57, 0.42, 0.07], [-1.02, 0.47, 0.95], [1.33, -0.49, -0.28], [-0.68, -0.88, -1.99], [0.69, 0.46, -0.21], [-0.50, -0.95, -1.17], [0.51, 0.63, 0.94], [-0.15, 0.46, 0.64], [0.25, 0.10, 0.20], [-0.06, 0.06, 0.20], [-0.05, 0.08, 0.32], [-0.32, 0.09, 0.16], [0.04, -0.02, -0.17], [0.90, -0.10, 0.06], [0.03, -0.24, 0.01], [0.09, -0.37, 0.55], [-0.35, 0.45, -0.26], [-0.24, -0.13, 0.24], [0.47, 0.56, 0.34], [-0.09, -0.11, 0.12], [-0.16, -0.37, -0.28], [-0.46, -0.18, 0.36], [0.72, 0.06, 0.27], [0.43, 0.24, -0.56], [-0.58, 0.53, -0.10], [0.03, 0.04, 0.98], [0.11, -0.26, 0.21], [-0.08, 0.28, 0.05], [-0.15, 0.31, -0.47], [-0.26, -0.41, 0.18], [0.10, -0.51, 0.46], [0.38, 0.75, -0.69], [0.11, -0.03, 0.13], [0.37, 0.40, 0.71], [-0.43, 0.05, 0.21], [-0.53, -0.32, -0.19], [0.31, 0.14, 0.01], [0.59, 0.22, 0.03], [-0.05, -0.22, -0.09], [-0.05, -0.01, 0.17], [0.17, -0.01, -0.14], [-0.08, -0.81, -0.44], [-0.65, 0.32, 0.23], [0.24, -0.44, 0.05], [0.99, 1.14, 1.53], [1.16, 0.12, 0.14], [-0.66, -0.80, 0.05], [-0.04, -0.19, -0.35], [-0.13, 0.44, -0.60], [-0.19, -0.39, -0.92], [-1.33, -0.33, 0.86], [1.30, 0.90, -1.68], [-0.28, -0.20, 1.79], [-0.10, 0.68, 1.23], [0.94, 0.85, -1.55], [-1.02, -1.35, 1.04], [0.34, -0.81, 0.12], [1.17, 0.77, -2.07], [0.33, -1.31, -0.66], [-0.24, -0.03, 0.60], [0.40, 0.48, 0.30], [-0.41, -0.44, -1.00], [-1.11, -0.15, 0.06], [0.04, 0.52, -0.18], [0.64, 0.24, -0.15], [0.12, 0.13, 0.45], [-0.15, -0.04, -0.19], [0.01, -0.16, -0.05], [-0.16, 0.00, 0.22], [-0.05, 0.03, 0.14], [0.41, 0.04, -0.04], [-0.33, -0.01, 0.47], [0.22, 0.13, 0.03], [0.41, 0.23, 0.05], [0.14, -0.12, -0.17], [-0.67, -0.69, -0.13], [0.03, 0.40, 0.49], [0.23, -0.14, -0.67], [0.28, -0.31, -0.52], [0.26, 0.10, 0.25], [-0.43, -0.36, 0.03], [0.10, -0.87, -0.08], [0.37, -0.15, 0.16], [-0.18, 0.59, 0.08], [-0.44, 0.61, -0.38], [0.41, 0.13, -0.20], [-0.31, 0.45, -0.04], [-0.19, 0.42, 0.06], [-0.09, -0.45, 0.61], [-0.62, 0.02, 0.50], [-0.53, 0.57, -0.23], [-0.05, -0.29, 0.88], [-0.30, -0.47, -0.50], [-0.02, 0.61, 0.42], [-0.10, 0.48, -0.27], [-0.19, -0.20, 0.06], [0.07, -0.13, -0.06], [-0.03, -0.42, -2.04], [-2.08, -0.38, 1.47], [0.94, -0.39, -0.61], [1.88, 0.75, 0.68], [-0.40, 0.31, 0.17], [-0.08, 0.02, 0.38], [0.20, -0.49, 0.23], [-0.70, 0.58, -0.94], [0.45, 2.47, 1.93], [0.96, 0.47, -0.25], [-0.41, -3.01, 0.07], [0.59, -0.24, -0.29], [-0.23, -0.56, 0.06], [-0.12, 0.12, -0.05], [-0.51, -1.24, -0.63], [-2.11, -1.23, 3.23], [-0.57, 1.15, -1.74], [3.16, 1.72, -0.78], [-0.11, 0.02, 0.01], [0.31, 0.30, -0.16], [-0.13, -0.48, -0.01], [-0.29, -0.85, -0.60], [-1.04, -0.05, -0.74], [0.09, 0.33, 1.41], [1.18, -0.21, -0.50], [-0.17, -0.11, 0.00], [-0.11, 0.42, -0.29], [-0.13, 0.22, 0.54], [-3.10, 3.74, -0.12], [-1.12, -5.79, -1.35], [4.59, -1.10, 1.12], [-0.81, -0.22, 0.13], [0.83, 2.86, 0.49]],
  "energy_ha": -5324.67546,
  "homo_lumo_gap_ev": 6.0,
  "total_charge": 1,
  "e_lumo_ev": -1.9
}